# C22H44NO5P

3 unconnected molecules or ions with the total composition C22H44NO5P (wB97M-V/def2-TZVPD, the Open Molecules 2025 dataset).

Atoms and positions in Å:
C1 1.286 3.127 -2.453
P1 2.406 1.552 -2.206
C2 3.897 2.584 -1.606
C3 4.109 2.624 0.019
C4 4.506 1.189 0.706
N1 4.720 1.266 2.225
C5 3.833 0.288 2.962
C6 2.223 0.604 2.867
C7 1.700 2.146 2.662
C8 0.134 2.617 2.541
C9 -1.060 1.467 2.613
C10 -0.555 -0.102 2.856
C11 1.026 -0.557 2.990
O1 1.439 -1.979 3.223
C12 1.017 0.449 -2.926
C13 0.616 -0.831 -1.960
O2 1.833 -1.652 -1.828
C14 2.127 -1.974 -0.416
O3 3.212 -2.681 -0.020
H1 0.239 2.815 -1.974
H2 1.669 4.056 -1.851
H3 1.106 3.330 -3.599
H4 3.276 1.035 -3.270
H5 2.238 0.866 -0.951
H6 3.819 3.710 -1.971
H7 4.894 2.156 -2.091
H8 5.034 3.352 0.215
H9 3.185 3.170 0.534
H10 3.737 0.324 0.536
H11 5.539 0.839 0.246
H12 4.627 2.246 2.573
H13 4.085 0.165 4.109
H14 4.009 -0.792 2.485
H15 2.529 2.995 2.606
H16 -0.121 3.759 2.382
H17 -2.196 1.763 2.513
H18 -1.408 -0.932 2.911
H19 0.730 -2.608 2.889
H20 1.419 -0.021 -3.946
H21 0.037 1.050 -3.242
H22 0.173 -0.440 -0.949
H23 -0.191 -1.473 -2.551
H24 1.365 -1.658 0.415
C15 0.831 -4.628 -3.188
C16 1.229 -4.425 -4.639
O4 0.700 -5.418 -5.518
C17 -0.720 -5.517 -5.578
C18 -1.399 -4.240 -6.041
H25 1.148 -5.616 -2.838
H26 1.296 -3.865 -2.555
H27 -0.250 -4.564 -3.048
H28 2.319 -4.487 -4.718
H29 0.953 -3.424 -4.990
H30 -1.117 -5.850 -4.615
H31 -0.947 -6.315 -6.296
H32 -1.217 -3.409 -5.355
H33 -2.482 -4.386 -6.110
H34 -1.021 -3.940 -7.025
C19 -5.044 0.540 4.968
C20 -4.652 1.983 4.707
O5 -4.934 2.418 3.377
C21 -6.300 2.372 2.973
C22 -7.214 3.233 3.826
H35 -4.540 -0.128 4.262
H36 -4.768 0.248 5.987
H37 -6.119 0.383 4.855
H38 -3.570 2.085 4.845
H39 -5.118 2.659 5.432
H40 -6.649 1.336 2.939
H41 -6.333 2.741 1.941
H42 -7.231 2.903 4.868
H43 -8.240 3.194 3.447
H44 -6.876 4.275 3.820

## Properties
SMILES: C[PH2](CCCNCc1ccccc1O)CCOC=O.CCOCC.CCOCC
Strongest force on any atom in hartree/bohr: 0.17757
LUMO level in eV: 0.02
HOMO-LUMO gap in eV: 8.32
HOMO in eV: -8.30

Atom charges from the Mulliken analysis, given in e for atoms 1 to 8: C -1.147; P 0.825; C -1.099; C -0.250; C 0.091; N -0.327; C -0.826; C 0.682